<A>
C20H40O as an isolated structure. Source: OMol25; level of theory: wB97M-V/def2-TZVPD.

```
61
C20H40O | OMol25 | wB97M-V/def2-TZVPD
C 1.33 -2.39 -5.91
C 1.07 -3.34 -4.81
C 0.50 -4.60 -5.06
C 0.15 -5.01 -6.58
O -0.36 -6.21 -6.77
H -0.93 -6.49 -6.07
H 1.23 -5.08 -7.35
H -0.71 -4.37 -7.04
H 0.37 -5.41 -4.51
C 1.45 -3.01 -3.51
H 1.41 -4.15 -2.84
H 2.30 -2.69 -3.58
C 0.41 -1.92 -3.03
C 0.78 -1.77 -1.42
H 1.64 -1.12 -1.56
H 1.07 -2.69 -0.94
C -0.14 -0.73 -0.82
C -0.28 0.51 -1.47
H -1.23 1.15 -0.81
H -0.61 0.35 -2.43
H 0.51 1.05 -1.48
C 0.17 -0.92 0.72
C -1.09 -0.31 1.63
C -0.57 -0.28 3.07
H -0.10 0.43 3.15
H -0.48 -1.12 3.44
C -1.73 0.53 3.85
C -1.61 0.01 5.50
H -0.44 0.48 5.66
H -2.21 0.51 6.08
H -1.53 -1.03 5.60
C -2.20 1.94 3.65
C -0.93 2.83 4.00
H -1.22 3.80 4.42
C -0.25 3.35 2.59
H -1.10 3.79 2.24
C 0.83 4.23 2.80
C 0.91 5.38 3.62
H 0.28 5.30 4.53
H 1.62 5.89 3.61
H 0.14 6.11 3.02
C 1.84 4.17 1.51
H 2.63 4.92 1.53
H 2.01 3.51 0.92
H 0.91 4.86 0.75
H 1.68 3.73 3.57
H 0.05 2.57 2.06
H -0.06 2.53 4.60
H -2.64 2.03 2.75
H -2.89 2.01 4.37
H -2.81 -0.14 3.70
H -1.44 0.79 1.24
H -2.08 -0.75 1.58
H 1.06 0.00 0.86
H 0.49 -1.63 1.18
H -1.11 -1.47 -0.72
H 0.34 -1.15 -3.62
H -0.51 -2.65 -2.96
H 0.27 -2.15 -6.31
H 2.00 -1.52 -5.36
H 1.82 -2.66 -6.82
```

## Properties
charge: 0
Kohn-Sham gap: 9.08 eV
HOMO level: -8.312 eV
LUMO: 0.77 eV

***

<B>
One molecule with the formula C20H40O. Source: OMol25; level of theory: wB97M-V/def2-TZVPD.

```
61
C20H40O | OMol25 | wB97M-V/def2-TZVPD
C -2.67 -1.68 0.02
C -3.81 -0.70 0.12
C -5.06 -0.99 -0.24
C -5.51 -2.30 -0.82
O -5.05 -2.51 -2.14
C -3.45 0.66 0.64
C -2.59 1.44 -0.36
C -2.17 2.81 0.17
C -1.08 2.76 1.25
C -1.38 3.77 2.35
C 0.32 3.02 0.68
C 0.79 1.99 -0.34
C 2.25 2.18 -0.72
C 2.76 1.18 -1.77
C 3.70 1.88 -2.75
C 3.49 -0.02 -1.14
C 2.61 -0.88 -0.24
C 3.34 -2.16 0.19
C 2.58 -2.99 1.23
C 3.46 -4.13 1.73
C 1.27 -3.54 0.67
H -1.96 -1.51 0.82
H -3.02 -2.71 0.08
H -2.14 -1.55 -0.92
H -5.82 -0.23 -0.15
H -6.60 -2.33 -0.89
H -5.19 -3.14 -0.17
H -4.09 -2.40 -2.14
H -4.36 1.23 0.85
H -2.90 0.55 1.58
H -1.71 0.85 -0.61
H -3.18 1.57 -1.28
H -3.06 3.30 0.57
H -1.82 3.42 -0.67
H -1.07 1.76 1.70
H -1.40 4.78 1.94
H -0.61 3.74 3.13
H -2.34 3.56 2.82
H 1.03 3.03 1.51
H 0.34 4.02 0.23
H 0.64 0.99 0.07
H 0.18 2.07 -1.25
H 2.87 2.11 0.18
H 2.37 3.20 -1.11
H 1.90 0.81 -2.33
H 3.20 2.69 -3.26
H 4.56 2.29 -2.22
H 4.06 1.18 -3.50
H 3.87 -0.65 -1.95
H 4.35 0.34 -0.58
H 2.34 -0.32 0.66
H 1.70 -1.14 -0.77
H 4.31 -1.88 0.60
H 3.53 -2.78 -0.69
H 2.34 -2.33 2.08
H 4.38 -3.75 2.16
H 2.94 -4.71 2.49
H 3.72 -4.79 0.91
H 0.59 -2.75 0.38
H 1.47 -4.16 -0.21
H 0.78 -4.17 1.41
```

## Properties
charge: 0
Kohn-Sham gap: 10.00 eV
HOMO level: -9.230 eV
SMILES: C/C(=C\CO)CCC[C@H](C)CCC[C@@H](C)CCCC(C)C
LUMO: 0.77 eV

***

Most stable: <B> (next structure +0.8109 hartree)

***

<A>
A 2-piece molecular cluster, C4H9NO4 overall. Source: OMol25; level of theory: wB97M-V/def2-TZVPD.

```
18
C4H9NO4 | OMol25 | wB97M-V/def2-TZVPD
C 0.33 -0.73 1.71
C 1.84 0.67 -0.38
C -1.14 -1.11 -1.31
C 0.36 0.52 -0.25
N -0.44 1.57 0.48
O 0.18 2.23 1.33
O -1.68 1.61 0.28
O -2.16 -0.95 -0.41
O -0.21 0.01 -1.38
H -0.72 -0.55 1.98
H 1.04 -0.36 2.42
H 0.58 -1.62 1.04
H 2.17 0.43 -1.39
H 2.23 1.70 -0.14
H 2.46 0.15 0.27
H -0.46 -1.92 -1.13
H -1.45 -1.28 -2.29
H -2.92 -0.39 -0.83
```

## Properties
charge: 0
Kohn-Sham gap (alpha / beta): 8.46 / 8.46 eV
HOMO level (alpha / beta): -8.898 / -8.900 eV
LUMO (alpha / beta): -0.44 / -0.44 eV

***

<B>
C4H9NO4 as an isolated structure. Source: OMol25; level of theory: wB97M-V/def2-TZVPD.

```
18
C4H9NO4 | OMol25 | wB97M-V/def2-TZVPD
C -1.68 0.79 -1.20
O -0.44 0.10 -1.27
N 0.90 1.28 -1.02
O 1.83 0.99 -1.62
H -2.25 0.46 -0.33
H -1.55 1.87 -1.10
H -2.25 0.59 -2.11
C 0.58 1.00 1.84
C 0.75 -2.04 -0.29
C -0.07 -0.92 0.28
O 1.03 0.14 0.80
O -1.07 -1.05 0.96
H 0.53 2.04 1.48
H 1.27 0.96 2.68
H -0.43 0.74 2.18
H 0.08 -2.79 -0.72
H 1.43 -1.68 -1.06
H 1.34 -2.49 0.51
```

## Properties
charge: 0
Kohn-Sham gap: 9.28 eV
HOMO level: -10.009 eV
LUMO: -0.73 eV

***

Most stable: <B> (next structure +0.0687 hartree)